Computed, not measured: BeH18O9 as an isolated structure at a distorted geometry, with ωB97M-V/def2-TZVPD.

XYZ file:
```
28
Properties=species:S:1:pos:R:3:forces:R:3:mulliken_spin:R:1
Be -19.163400 17.260580 -2.186770 -0.561 1.203 0.974 -0.017
O -18.129450 19.254940 -3.523190 0.117 -1.339 0.677 0.059
H -17.741340 19.869700 -2.900560 0.059 0.393 0.244 -0.002
H -18.390370 19.798760 -4.266440 -0.319 0.156 -0.518 -0.003
O -18.583870 15.514260 -0.343400 0.181 0.808 -1.149 0.000
H -19.065770 14.846850 0.145040 -0.499 -0.350 0.197 0.000
H -17.842720 15.735880 0.220360 0.302 0.147 0.404 0.000
O -20.882230 19.242760 -2.449700 0.787 -1.000 -0.040 0.016
H -21.453990 19.410740 -1.700630 -0.133 0.106 0.445 -0.001
H -21.383530 19.545430 -3.206880 -0.139 0.248 -0.442 0.000
O -18.193820 18.888790 -0.480790 -0.183 -1.016 -1.074 0.007
H -18.414730 19.365670 0.319220 -0.389 0.265 0.428 0.000
H -17.364570 19.271630 -0.767160 0.485 0.051 0.035 0.000
O -20.725400 17.515480 -0.222740 0.778 -0.119 -0.837 0.026
H -21.631270 17.613960 0.070400 -0.646 -0.042 -0.034 0.000
H -20.203250 17.616900 0.573060 0.276 -0.104 0.383 -0.001
O -18.149120 15.069680 -3.242980 -1.036 1.218 0.217 0.248
H -17.600650 15.289460 -3.996060 0.486 0.054 -0.752 -0.008
H -17.678000 14.363340 -2.800980 0.303 -0.695 0.644 -0.010
O -21.042330 15.487120 -2.403100 1.263 0.975 -0.009 0.358
H -21.998360 15.513490 -2.442270 -1.113 0.330 -0.048 -0.011
H -20.820290 14.571880 -2.574120 0.378 -0.981 -0.206 -0.010
O -19.934280 17.294760 -4.681950 0.530 -0.242 1.417 0.225
H -19.408360 16.819350 -5.325090 0.389 -0.371 -0.595 -0.007
H -20.695050 17.602710 -5.174530 -0.828 0.301 -0.245 -0.007
O -16.457550 16.997930 -2.074940 -1.294 0.035 0.026 0.149
H -15.635190 17.252240 -2.493610 0.576 0.350 -0.559 -0.006
H -16.196620 16.390610 -1.382620 0.231 -0.381 0.417 -0.005
```
Forces are in eV/Å.

The spin multiplicity is 2. The calculation puts the HOMO energy (alpha / beta) at -22.333 / -22.126 eV. Its expectation value of S² is 0.757. The total charge is +3.

---

Computed, not measured: BeH6O7S as an isolated structure at a distorted geometry, with ωB97M-V/def2-TZVPD.

XYZ file:
```
15
Properties=species:S:1:pos:R:3:forces:R:3:lowdin_charge:R:1
Be -0.078520 0.446849 -0.124121 0.037 -2.135 0.778 0.058
S 0.747039 -2.301922 0.515891 2.342 -6.758 -1.313 0.179
O 1.991643 -2.590326 -0.204631 -0.541 1.062 -1.156 -0.384
O 1.019073 -2.421605 1.885022 0.180 0.732 4.489 -0.343
O 0.328958 -0.917704 0.261430 -1.298 6.252 -1.410 -0.290
O -0.362834 -3.153790 0.130029 -0.775 0.360 -0.901 -0.369
O -0.595519 1.413423 1.213478 -1.140 -1.397 -0.284 0.119
H -0.085406 2.169300 1.398331 0.982 1.484 0.761 0.089
H -0.821583 0.958413 2.049745 0.375 -0.024 -0.482 0.160
O -1.506429 0.407358 -1.001968 -2.312 0.970 -0.272 0.105
H -2.423939 0.668944 -0.771854 0.922 -0.028 0.847 0.147
H -1.691352 0.145358 -1.898511 0.946 -0.773 -0.875 0.126
O 0.884408 1.423981 -1.050401 0.438 0.386 -0.236 0.146
H 1.805318 1.391217 -1.295803 0.923 -1.475 0.053 0.144
H 0.789143 2.360502 -1.106635 -1.078 1.344 0.002 0.112
```
Forces are in eV/Å.

The spin multiplicity is 1. The calculation puts the HOMO energy at -6.529 eV. As for the energy above the lowest of the compared OMol25 structures with the same formula, charge and spin: 60.6 kJ/mol.

---

Computed, not measured: BeH8O4 as an isolated structure at a distorted geometry, with ωB97M-V/def2-TZVPD.

XYZ file:
```
13
Properties=species:S:1:pos:R:3:forces:R:3:lowdin_charge:R:1
Be -0.045680 0.057688 -0.018751 -0.014 0.546 1.153 0.166
O 1.150467 0.608740 1.050939 0.359 -1.150 0.716 0.129
H 1.697834 1.368068 0.920266 0.459 1.467 -0.587 0.128
H 1.674794 0.166056 1.765952 -0.975 -0.274 -0.533 0.181
O -0.573427 -1.391691 0.635451 1.269 -0.411 -1.213 0.143
H -1.143723 -1.929495 1.185965 -0.964 0.358 0.772 0.161
H 0.008822 -2.082131 0.275739 0.157 -0.151 -0.073 0.154
O -1.298193 1.101854 0.023525 1.262 -2.347 0.467 0.158
H -2.104223 0.581977 0.068939 -1.011 0.866 -0.115 0.152
H -1.340645 2.022047 -0.166601 -0.757 1.359 -0.281 0.144
O 0.501730 -0.114743 -1.527253 0.408 -0.894 -1.331 0.135
H 0.373232 -0.842195 -2.177321 -0.394 0.078 0.647 0.181
H 1.099013 0.453827 -2.036851 0.202 0.553 0.378 0.167
```
Forces are in eV/Å.

The spin multiplicity is 1. The calculation puts the HOMO energy at -22.718 eV. The total charge is +2. As for the energy above the lowest of the compared OMol25 structures with the same formula, charge and spin: 50.5 kJ/mol.

---

Copy entry 2 word for word.
Computed, not measured: BeH6O7S as an isolated structure at a distorted geometry, with ωB97M-V/def2-TZVPD.

XYZ file:
```
15
Properties=species:S:1:pos:R:3:forces:R:3:lowdin_charge:R:1
Be -0.078520 0.446849 -0.124121 0.037 -2.135 0.778 0.058
S 0.747039 -2.301922 0.515891 2.342 -6.758 -1.313 0.179
O 1.991643 -2.590326 -0.204631 -0.541 1.062 -1.156 -0.384
O 1.019073 -2.421605 1.885022 0.180 0.732 4.489 -0.343
O 0.328958 -0.917704 0.261430 -1.298 6.252 -1.410 -0.290
O -0.362834 -3.153790 0.130029 -0.775 0.360 -0.901 -0.369
O -0.595519 1.413423 1.213478 -1.140 -1.397 -0.284 0.119
H -0.085406 2.169300 1.398331 0.982 1.484 0.761 0.089
H -0.821583 0.958413 2.049745 0.375 -0.024 -0.482 0.160
O -1.506429 0.407358 -1.001968 -2.312 0.970 -0.272 0.105
H -2.423939 0.668944 -0.771854 0.922 -0.028 0.847 0.147
H -1.691352 0.145358 -1.898511 0.946 -0.773 -0.875 0.126
O 0.884408 1.423981 -1.050401 0.438 0.386 -0.236 0.146
H 1.805318 1.391217 -1.295803 0.923 -1.475 0.053 0.144
H 0.789143 2.360502 -1.106635 -1.078 1.344 0.002 0.112
```
Forces are in eV/Å.

The spin multiplicity is 1. The calculation puts the HOMO energy at -6.529 eV. As for the energy above the lowest of the compared OMol25 structures with the same formula, charge and spin: 60.6 kJ/mol.

---

Copy entry 1 word for word.
Computed, not measured: BeH18O9 as an isolated structure at a distorted geometry, with ωB97M-V/def2-TZVPD.

XYZ file:
```
28
Properties=species:S:1:pos:R:3:forces:R:3:mulliken_spin:R:1
Be -19.163400 17.260580 -2.186770 -0.561 1.203 0.974 -0.017
O -18.129450 19.254940 -3.523190 0.117 -1.339 0.677 0.059
H -17.741340 19.869700 -2.900560 0.059 0.393 0.244 -0.002
H -18.390370 19.798760 -4.266440 -0.319 0.156 -0.518 -0.003
O -18.583870 15.514260 -0.343400 0.181 0.808 -1.149 0.000
H -19.065770 14.846850 0.145040 -0.499 -0.350 0.197 0.000
H -17.842720 15.735880 0.220360 0.302 0.147 0.404 0.000
O -20.882230 19.242760 -2.449700 0.787 -1.000 -0.040 0.016
H -21.453990 19.410740 -1.700630 -0.133 0.106 0.445 -0.001
H -21.383530 19.545430 -3.206880 -0.139 0.248 -0.442 0.000
O -18.193820 18.888790 -0.480790 -0.183 -1.016 -1.074 0.007
H -18.414730 19.365670 0.319220 -0.389 0.265 0.428 0.000
H -17.364570 19.271630 -0.767160 0.485 0.051 0.035 0.000
O -20.725400 17.515480 -0.222740 0.778 -0.119 -0.837 0.026
H -21.631270 17.613960 0.070400 -0.646 -0.042 -0.034 0.000
H -20.203250 17.616900 0.573060 0.276 -0.104 0.383 -0.001
O -18.149120 15.069680 -3.242980 -1.036 1.218 0.217 0.248
H -17.600650 15.289460 -3.996060 0.486 0.054 -0.752 -0.008
H -17.678000 14.363340 -2.800980 0.303 -0.695 0.644 -0.010
O -21.042330 15.487120 -2.403100 1.263 0.975 -0.009 0.358
H -21.998360 15.513490 -2.442270 -1.113 0.330 -0.048 -0.011
H -20.820290 14.571880 -2.574120 0.378 -0.981 -0.206 -0.010
O -19.934280 17.294760 -4.681950 0.530 -0.242 1.417 0.225
H -19.408360 16.819350 -5.325090 0.389 -0.371 -0.595 -0.007
H -20.695050 17.602710 -5.174530 -0.828 0.301 -0.245 -0.007
O -16.457550 16.997930 -2.074940 -1.294 0.035 0.026 0.149
H -15.635190 17.252240 -2.493610 0.576 0.350 -0.559 -0.006
H -16.196620 16.390610 -1.382620 0.231 -0.381 0.417 -0.005
```
Forces are in eV/Å.

The spin multiplicity is 2. The calculation puts the HOMO energy (alpha / beta) at -22.333 / -22.126 eV. Its expectation value of S² is 0.757. The total charge is +3.

---

- The highest spin multiplicity belongs to which entry?
  BeH18O9